Computed, not measured: a cluster of 3 separate species, C2H9NS in total, with ωB97M-V with the def2-TZVPD basis set.

```
13
Properties=species:S:1:pos:R:3:forces:R:3:mulliken_spin:R:1
N -2.1476 1.5467 -1.5510 -2.0 -1.9 0.6 0.50
H -1.9023 2.4726 -1.5074 1.2 2.5 0.6 -0.20
H 0.9249 -1.8086 4.8609 -0.5 -0.4 0.4 0.00
H -1.4726 0.9024 -1.2047 0.8 0.0 0.2 -0.02
H -2.2399 1.3609 -2.5087 -0.2 -0.5 -1.6 -0.13
C 0.7047 -0.8499 1.2086 0.4 2.1 0.1 -0.11
C -0.0887 0.2778 0.5981 -0.4 1.1 0.9 0.19
S 0.9483 -0.4675 -0.5897 0.4 -0.2 -1.1 0.88
H 0.4048 -2.2097 5.2518 0.5 0.4 -0.4 0.01
H 0.0216 -1.6819 1.3125 0.8 -0.5 0.9 0.09
H 1.5605 -0.4401 1.8252 -1.2 -1.5 -0.3 -0.01
H -1.1482 0.1401 0.5930 -0.7 -0.6 -0.4 -0.05
H 0.0155 1.3493 0.8297 0.8 -0.4 0.1 -0.15
```
Forces are in eV/Å.

Summary:
<S²> ... 0.75
Total charge ... -1
E_LUMO (alpha / beta) ... 0.135 / 0.149 Eh
HOMO-LUMO gap (alpha / beta) ... 2.51 / 8.80 eV
Spin multiplicity ... 2
Relative energy (zero: lowest compared OMol25 entry of this formula, charge and spin) ... 1.640 eV